Formula: C30H70F12N13O30S12
Source: the OMol25 dataset
Level of theory: wB97M-V/def2-TZVPD

## Properties
- Charge: -1
- Max |F|: 0.19071 hartree/bohr
- Electronic energy: -10130.36703 Ha

Each line ends with the Löwdin charge.
Geometry (Å):
C1 -26.5384 11.5109 18.3848  -0.06
C2 -27.2422 11.9469 17.1194  -0.17
N1 -26.3718 12.4112 16.0719  -0.03
C3 -25.9549 13.7169 15.9961  0.01
C4 -25.0946 13.7356 14.9107  -0.01
N2 -25.1862 12.5515 14.2312  -0.04
C5 -25.9565 11.7602 14.9880  -0.01
C6 -24.4326 12.0730 13.0978  0.01
H1 -25.7708 10.7536 18.2019  0.07
H2 -27.0981 11.1963 19.2631  0.08
H3 -25.9494 12.3361 18.8036  0.08
H4 -27.9120 12.7718 17.3583  0.10
H5 -27.7702 11.0325 16.8450  0.12
H6 -26.2272 14.4734 16.7159  0.13
H7 -24.4115 14.4889 14.5564  0.10
H8 -26.1436 10.7013 14.8754  0.14
H9 -24.2301 11.0206 13.2540  0.06
H10 -23.5379 12.6813 12.9758  0.09
H11 -25.0379 12.2923 12.2197  0.08
C7 -21.9388 12.5677 17.3316  -0.06
C8 -22.2448 11.0716 17.4862  -0.13
N3 -21.6770 10.3268 16.3498  -0.03
C9 -20.3512 10.0843 16.0840  -0.04
C10 -20.2289 9.4165 14.9298  -0.01
N4 -21.4677 9.3796 14.3233  -0.03
C11 -22.3315 9.9335 15.2211  0.02
C12 -21.8497 8.7540 13.0387  0.03
H12 -22.3769 13.1999 18.1028  0.09
H13 -22.2860 13.0102 16.3988  0.06
H14 -20.8545 12.6642 17.4154  0.07
H15 -23.2853 10.7801 17.6250  0.12
H16 -21.7688 10.6324 18.3636  0.13
H17 -19.5749 10.3557 16.7809  0.13
H18 -19.3934 9.0622 14.3496  0.14
H19 -23.3974 10.0456 15.1053  0.12
H20 -21.1449 8.9452 12.2331  0.11
H21 -22.7691 9.2217 12.6950  0.06
H22 -22.0562 7.7006 13.2204  0.10
C13 -29.3234 14.7111 15.6965  -0.06
O1 -30.3601 13.7218 15.6939  -0.21
C14 -30.4512 13.1083 14.4144  -0.16
C15 -31.9486 12.7835 14.2531  -0.06
N5 -32.4077 11.5842 15.1025  0.08
H23 -33.4115 11.5499 14.9318  0.17
H24 -32.0101 10.7571 14.6319  0.09
C16 -32.3076 11.6421 16.6073  -0.09
C17 -33.4141 12.4651 17.2302  -0.22
O2 -33.4672 13.7625 16.7127  -0.21
C18 -32.7211 14.7370 17.4740  -0.05
H25 -29.5835 15.5818 15.0898  0.11
H26 -28.3196 14.3521 15.4688  0.07
H27 -29.2872 15.1141 16.7106  0.06
H28 -29.8871 12.1709 14.4419  0.11
H29 -30.0452 13.7630 13.6427  0.12
H30 -32.0336 12.4016 13.2338  0.09
H31 -32.6154 13.5777 14.5738  0.12
H32 -31.3118 12.0077 16.8539  0.13
H33 -32.2788 10.6156 16.9741  0.13
H34 -33.3904 12.4411 18.3263  0.14
H35 -34.4111 12.0147 17.1402  0.13
H36 -32.7246 15.6192 16.8377  0.10
H37 -31.6712 14.5141 17.6656  0.07
H38 -33.2861 14.7806 18.4049  0.10
C19 -20.9620 20.6080 14.9364  -0.10
O3 -20.2350 19.4498 14.5712  -0.20
C20 -20.8164 18.7278 13.4942  -0.21
C21 -20.4229 17.2910 13.5393  -0.06
N6 -21.1546 16.5315 14.6477  0.07
H39 -22.1251 16.4329 14.3249  0.08
H40 -20.9301 15.5351 14.6301  0.18
C22 -21.0685 17.1129 16.0377  -0.08
C23 -21.4060 15.9864 17.0207  -0.18
O4 -22.6815 15.4376 16.6783  -0.22
C24 -23.8018 16.2715 16.9887  -0.06
H41 -21.9956 20.5098 15.2849  0.09
H42 -21.0039 21.3199 14.1077  0.09
H43 -20.4383 21.0563 15.7796  0.09
H44 -20.4124 19.2311 12.6086  0.14
H45 -21.8945 18.9014 13.4244  0.12
H46 -19.3652 17.1676 13.7668  0.14
H47 -20.6676 16.8225 12.5859  0.13
H48 -21.7091 17.9858 16.1106  0.13
H49 -20.0264 17.3663 16.2266  0.14
H50 -21.3074 16.1775 18.0902  0.14
H51 -20.6840 15.1844 16.8400  0.11
H52 -24.2600 16.5750 16.0457  0.05
H53 -23.5674 17.2056 17.5048  0.11
H54 -24.5697 15.7774 17.5830  0.06
C25 -27.6599 13.5654 11.6580  -0.09
O5 -28.6454 13.8243 10.6831  -0.16
C26 -28.4758 12.9430 9.6093  -0.21
C27 -29.3759 13.3715 8.4738  -0.07
N7 -30.7418 13.8148 8.9662  0.06
H55 -30.7049 14.5729 9.6509  0.18
H56 -31.2158 14.2548 8.1790  0.17
C28 -31.6862 12.6841 9.3099  -0.07
C29 -31.5506 12.2806 10.8025  -0.24
O6 -31.8404 13.3467 11.6429  -0.21
C30 -33.2140 13.7392 11.6123  -0.07
H57 -27.9961 12.6764 12.2065  0.07
H58 -27.5205 14.4002 12.3399  0.10
H59 -26.6904 13.2234 11.2851  0.08
H60 -28.7058 11.8871 9.7893  0.13
H61 -27.4356 13.0218 9.2808  0.15
H62 -29.5791 12.5831 7.7510  0.13
H63 -29.0166 14.2175 7.8873  0.14
H64 -31.4122 11.8405 8.6775  0.14
H65 -32.6908 12.9802 9.0107  0.12
H66 -30.5504 11.8555 10.8816  0.08
H67 -32.1905 11.3949 10.8848  0.10
H68 -33.4217 14.4320 10.7922  0.09
H69 -33.4481 14.3445 12.4873  0.09
H70 -33.8326 12.8416 11.6159  0.11
N8 -23.6189 16.5087 13.3372  -0.30
S1 -23.7986 16.0168 11.9367  0.42
O7 -23.1154 16.7915 10.9166  -0.26
O8 -25.0341 15.3548 11.5643  -0.27
F1 -22.7898 14.7785 12.0764  -0.20
S2 -25.0634 17.3631 13.4487  0.58
O9 -26.0960 16.8464 14.3380  -0.27
O10 -25.4430 18.1220 12.3066  -0.24
F2 -24.4811 18.5302 14.4110  -0.21
N9 -31.0183 9.5321 13.6614  -0.29
S3 -29.7457 8.9381 14.6302  0.59
O11 -28.5230 9.6638 14.6343  -0.26
O12 -29.9037 7.5251 14.8879  -0.22
F3 -30.3106 9.4631 16.0442  -0.20
S4 -30.2658 9.6858 12.3453  0.52
O13 -29.8186 8.5048 11.6821  -0.21
O14 -29.5160 10.9189 12.1558  -0.31
F4 -31.6383 10.1502 11.4800  -0.28
N10 -22.2267 11.2266 8.4339  -0.27
S5 -22.3025 12.8249 7.7695  0.59
O15 -21.7988 13.8590 8.6316  -0.29
O16 -23.4982 13.0709 7.0095  -0.29
F5 -21.1169 12.6206 6.6730  -0.21
S6 -22.7567 11.5650 9.8298  0.42
O17 -23.8954 12.4489 9.9096  -0.32
O18 -21.7842 11.6405 10.9047  -0.33
F6 -23.3640 10.1237 10.2104  -0.22
N11 -28.2854 16.2245 20.6063  -0.25
S7 -29.2590 14.9008 20.0916  0.56
O19 -28.7028 13.9006 19.2132  -0.30
O20 -30.6811 15.0871 20.0634  -0.29
F7 -29.1397 14.1224 21.4937  -0.20
S8 -27.8344 16.6993 19.1879  0.46
O21 -28.8308 16.9004 18.1562  -0.31
O22 -26.5319 16.2180 18.7932  -0.31
F8 -27.5724 18.2251 19.6818  -0.22
N12 -24.9806 8.7090 13.9927  -0.28
S9 -25.7363 8.3504 12.4738  0.55
O23 -27.0933 7.8964 12.4731  -0.26
O24 -24.9258 7.8787 11.3886  -0.24
F9 -25.9590 9.8750 12.1484  -0.19
S10 -25.1600 7.3221 14.5522  0.42
O25 -24.1951 6.3343 14.1013  -0.30
O26 -26.4752 6.8358 14.9376  -0.27
F10 -24.5300 7.5127 16.0546  -0.23
N13 -25.3864 10.5888 23.5938  -0.28
S11 -26.1817 9.2899 23.5082  0.45
O27 -25.5029 8.0743 23.0629  -0.32
O28 -27.5877 9.4444 23.2101  -0.30
F11 -26.1790 9.1477 25.1563  -0.26
S12 -25.4530 11.0170 21.9617  0.53
O29 -26.4677 12.0406 21.8332  -0.29
O30 -25.0844 10.0792 20.9331  -0.29
F12 -24.1584 11.9259 22.0787  -0.22

Atoms 1-6, force components in eV/Å:
C 2.2 0.9 0.7
C -1.2 -1.2 1.5
N -0.3 0.6 -0.9
C 1.9 -0.5 -1.0
C -0.5 1.2 0.1
N -0.5 -0.6 2.5

Formula: C30H70F2N10O10Pt
Source: the OMol25 dataset
Level of theory: wB97M-V/def2-TZVPD

## Properties
- ⟨S²⟩: 2.00
- 2S+1: 3
- Max |F|: 0.10263 hartree/bohr
- Electronic energy: -2803.83206 Ha

Each line ends with the Löwdin charge.
Geometry (Å):
Pt1 27.1295 11.2524 -4.8962  1.22
F1 28.1698 10.3056 -6.5106  -0.61
F2 24.9820 11.0374 -4.9067  -0.63
C1 29.3482 6.9871 -7.7633  -0.32
O1 29.7977 5.9195 -7.2738  -0.04
N1 29.5093 7.2741 -9.0259  -0.19
C2 28.9786 8.4657 -9.4990  -0.10
C3 30.1513 6.2964 -9.9557  0.00
H1 28.7303 7.7436 -7.2552  0.14
H2 27.9648 8.1997 -9.7980  0.10
H3 29.5804 8.9018 -10.2963  0.06
H4 28.7289 9.2242 -8.7571  0.07
H5 29.2736 6.0749 -10.5629  0.09
H6 30.9620 6.7346 -10.5377  0.08
H7 30.3358 5.2596 -9.6744  0.09
C4 30.6017 4.2755 -2.7433  -0.31
O2 31.6648 4.7133 -3.2117  -0.02
N2 29.3354 4.4470 -3.2903  -0.17
C5 28.2473 4.3717 -2.3285  -0.08
C6 29.1213 5.3588 -4.4760  -0.03
H8 30.5776 3.6237 -1.8563  0.13
H9 28.1916 3.4482 -1.7522  0.09
H10 27.3180 4.5299 -2.8757  0.09
H11 28.2896 5.2487 -1.6827  0.07
H12 30.0489 5.6591 -4.9634  0.05
H13 28.5530 4.7593 -5.1871  0.09
H14 28.5268 6.2337 -4.2129  0.07
C7 26.2997 13.7044 -6.9379  -0.24
O3 26.6037 12.9540 -6.0019  -0.15
N3 27.1233 14.5589 -7.5654  -0.15
C8 26.5086 15.3817 -8.5922  -0.06
C9 28.4552 14.9185 -7.2404  -0.06
H15 25.2556 13.6863 -7.2867  0.16
H16 25.4742 15.6681 -8.4025  0.09
H17 26.2812 14.8805 -9.5330  0.08
H18 27.0946 16.2208 -8.9672  0.09
H19 29.1179 14.8866 -8.1052  0.08
H20 28.6401 15.8594 -6.7222  0.10
H21 28.8306 14.2080 -6.5039  0.08
C10 26.0972 11.0880 -11.3546  -0.39
O4 24.9595 11.1237 -11.0245  0.03
N4 26.7600 10.2715 -12.2354  -0.17
C11 28.2629 10.5619 -12.4680  -0.02
C12 26.0840 9.1852 -13.0106  -0.02
H22 26.8522 11.7842 -10.9577  0.12
H23 28.9495 9.7584 -12.2013  0.06
H24 28.6243 11.3126 -11.7652  0.04
H25 28.3003 10.8587 -13.5161  0.08
H26 26.1299 9.5597 -14.0332  0.08
H27 26.6593 8.2689 -12.8784  0.08
H28 25.1293 9.0606 -12.4997  0.08
C13 26.1254 13.1222 -1.9626  -0.28
O5 26.6601 12.5532 -2.9593  -0.12
N5 25.3072 14.1743 -2.0105  -0.15
C14 24.9669 14.9234 -0.7576  -0.05
C15 24.6257 14.7034 -3.2622  0.01
H29 26.2382 12.8576 -0.8998  0.13
H30 25.6789 15.7465 -0.6982  0.08
H31 25.0517 14.4788 0.2340  0.08
H32 23.9263 15.2465 -0.7858  0.08
H33 24.9105 15.7555 -3.2495  0.08
H34 25.1016 14.2365 -4.1246  0.07
H35 23.5374 14.7543 -3.2924  0.09
C16 27.1356 8.8598 -2.5471  -0.33
O6 27.4374 9.4544 -3.5432  -0.07
N6 27.2563 9.2740 -1.3003  -0.15
C17 26.7358 8.4404 -0.2708  -0.06
C18 28.0024 10.4397 -0.8823  -0.05
H36 26.7013 7.8514 -2.6288  0.15
H37 26.9561 7.3931 -0.4774  0.08
H38 25.6498 8.5104 -0.2085  0.09
H39 27.0482 8.7787 0.7171  0.09
H40 27.5139 10.9730 -0.0669  0.08
H41 28.9827 10.1828 -0.4811  0.08
H42 28.1346 11.2315 -1.6196  0.07
C19 30.6175 8.6658 -3.1669  -0.29
O7 30.6324 9.1883 -2.0446  -0.03
N7 31.7212 8.7188 -3.9380  -0.17
C20 33.0364 9.2921 -3.5053  -0.02
C21 31.7930 7.9624 -5.1259  -0.08
H43 29.8771 7.9658 -3.5841  0.13
H44 33.4603 9.9475 -4.2660  0.08
H45 33.7541 8.4751 -3.4315  0.09
H46 32.8689 9.8513 -2.5848  0.07
H47 31.0196 8.2275 -5.8468  0.08
H48 32.6764 8.1719 -5.7292  0.09
H49 31.9428 6.9080 -4.8937  0.09
C22 30.2366 12.3439 -9.5355  -0.31
O8 30.0447 12.8057 -10.6408  0.00
N8 31.1584 11.3590 -9.2199  -0.19
C23 31.1314 10.8090 -7.8670  -0.04
C24 31.8670 10.7048 -10.2846  -0.06
H50 30.0315 12.9701 -8.6534  0.11
H51 32.1894 10.6183 -7.6871  0.09
H52 30.4417 9.9719 -7.7588  0.05
H53 30.7194 11.6049 -7.2466  0.08
H54 32.9266 10.5194 -10.1087  0.09
H55 31.4626 9.6933 -10.2456  0.06
H56 31.8260 11.1220 -11.2908  0.10
C25 30.1327 12.4281 -3.7886  -0.33
O9 29.0112 12.2686 -4.2382  -0.10
N9 30.4842 13.3251 -2.9072  -0.13
C26 29.6043 14.5029 -2.5218  -0.01
C27 31.5796 13.2278 -1.9104  -0.04
H57 30.9913 11.8404 -4.1485  0.15
H58 29.2940 14.4262 -1.4797  0.09
H59 28.6902 14.4515 -3.1133  0.07
H60 29.9982 15.4659 -2.8465  0.09
H61 32.0416 14.2058 -1.7755  0.08
H62 31.2649 12.8991 -0.9200  0.09
H63 32.4287 12.6623 -2.2942  0.08
C28 25.0077 7.5163 -6.8879  -0.30
O10 25.1495 6.2725 -6.7328  -0.06
N10 24.1250 7.9852 -7.8079  -0.18
C29 24.2152 9.4181 -8.0493  -0.06
C30 23.2918 7.0989 -8.6470  -0.04
H64 25.4964 8.2388 -6.2160  0.13
H65 25.0206 9.9355 -7.5280  0.07
H66 23.3087 9.8195 -7.5963  0.09
H67 24.3759 9.6833 -9.0943  0.06
H68 23.8466 6.4250 -9.2998  0.08
H69 22.5322 6.4720 -8.1801  0.08
H70 22.7706 7.7568 -9.3424  0.08

Atoms 1-6, force components in eV/Å:
Pt -1.0 -1.4 0.2
F 0.0 -0.1 -0.1
F 0.5 -0.3 -0.1
C 0.8 -3.0 2.0
O -0.9 2.1 -0.2
N 3.0 -1.6 0.2